No. 1
{
  "formula": "C3H5FO2",
  "method": "ωB97M-V with the def2-TZVPD basis set",
  "elements": ["F", "O", "O", "C", "C", "C", "H", "H", "H", "H", "H"],
  "positions_angstrom": [[-1.14455, 1.51636, 0.57572], [-0.29421, -1.55685, -0.37972], [-0.89066, -1.21252, 1.70791], [-0.52990, 0.55803, -0.06423], [0.96168, 0.66506, -0.29088], [-0.65849, -0.76824, 0.56159], [1.59146, 0.76620, 0.70868], [1.33924, 0.23529, -1.35119], [-1.16122, 0.60132, -0.90125], [-0.13794, -2.50398, 0.03260], [0.92460, 1.69933, -0.59923]],
  "forces_ev_per_a": [[-0.3, 3.2, 3.2], [1.2, -5.4, -1.2], [0.4, 2.1, -2.6], [0.1, -2.1, -0.2], [1.4, 2.7, -1.3], [-1.3, -1.7, 4.7], [-1.1, -1.2, -2.3], [-0.6, 0.1, 3.2], [0.2, -1.1, -2.5], [-0.6, 2.6, -1.1], [0.7, 1.0, -0.1]],
  "relative_energy_kcal_mol": 37.2,
  "total_charge": 0,
  "e_tot_ev": -10002.8522
}

No. 2
{
  "formula": "C30H41CoN2O5SSi",
  "method": "ωB97M-V with the def2-TZVPD basis set",
  "elements": ["Co", "S", "Si", "O", "O", "O", "O", "O", "N", "N", "C", "C", "C", "C", "C", "C", "C", "C", "C", "C", "C", "C", "C", "C", "C", "C", "C", "C", "C", "C", "C", "C", "C", "C", "C", "C", "C", "C", "C", "C", "H", "H", "H", "H", "H", "H", "H", "H", "H", "H", "H", "H", "H", "H", "H", "H", "H", "H", "H", "H", "H", "H", "H", "H", "H", "H", "H", "H", "H", "H", "H", "H", "H", "H", "H", "H", "H", "H", "H", "H", "H"],
  "positions_angstrom": [[-0.40057, -0.61584, 0.98111], [0.14111, -3.39272, -1.14171], [1.95808, -0.20461, 1.49306], [-2.42125, 3.55916, -3.66102], [1.56121, -3.39920, -1.36612], [-1.28635, 0.91927, 2.00748], [-0.54260, -4.66036, -1.14051], [-1.27245, 0.21103, -0.55324], [-0.22264, -2.54649, 0.20248], [-1.25576, -2.10556, 2.13771], [-0.80034, -3.09250, 1.32554], [-2.44411, 4.07109, -1.39621], [-1.85944, 2.40284, 0.27335], [-2.25725, 3.71124, -0.10090], [-2.07271, -3.68882, 3.70496], [-1.58269, -4.72017, 2.89741], [-1.84818, 1.82948, -2.10715], [-2.23138, 3.11274, -2.41224], [-1.74660, 3.08602, 2.73766], [1.54978, -0.80639, 4.19768], [2.22169, 0.37321, -1.21672], [4.02473, 1.32425, 0.23301], [3.61605, 0.50916, 3.69572], [2.52086, 1.04892, 0.13139], [1.37374, 1.62132, 3.66547], [-0.94175, -4.44217, 1.71213], [-1.62628, 2.06198, 1.63999], [-1.87539, -2.39869, 3.28596], [-1.75977, -1.29658, -4.68248], [-2.22904, 2.61778, -4.70241], [-0.58656, -2.44174, -2.44257], [-0.37440, -1.41656, -4.59240], [-2.39662, -0.77933, -5.94796], [3.08547, -1.70315, 1.32792], [2.13615, 0.32913, 3.34774], [-1.64781, 1.42928, -0.76306], [-2.54292, -1.71569, -3.60677], [0.21789, -1.99534, -3.47932], [-1.96477, -2.28822, -2.48616], [1.75494, 2.37330, 0.21120], [4.20059, -0.38790, 3.47162], [2.09584, -1.74434, 4.05828], [0.49672, -0.98718, 3.95558], [0.67357, 2.22218, 0.14530], [1.60933, -0.54193, 5.26128], [-2.74779, 5.07291, -1.67666], [-1.70481, -5.75032, 3.21103], [-3.62268, -1.61045, -3.65933], [1.97184, 2.91169, 1.13882], [2.04850, 3.02218, -0.62428], [1.29072, -2.13067, -3.41007], [3.71439, 0.71286, 4.76998], [-2.91660, 1.77700, -4.59871], [4.28421, 1.84144, 1.15953], [-1.82858, 0.05194, -6.37028], [1.15349, 0.15972, -1.33983], [4.05975, 1.35103, 3.15969], [-2.42348, -1.57206, -6.70073], [-2.01513, 2.57735, 3.66087], [-1.66743, 1.07598, -2.86392], [-2.21584, -1.55420, 3.87608], [2.76739, -0.57227, -1.32059], [1.77405, 2.47463, 3.10913], [-3.42332, -0.45320, -5.77645], [4.32764, 1.96985, -0.60215], [4.13370, -1.39602, 1.39390], [-1.20321, 2.24226, -4.71112], [2.52815, 1.03449, -2.03851], [0.24608, -1.08272, -5.41881], [4.61397, 0.40565, 0.17241], [2.93179, -2.21639, 0.38280], [-2.47387, 3.86500, 2.52804], [-2.57239, -2.63736, -1.65852], [-0.55791, -5.21904, 1.07309], [1.46396, 1.85191, 4.73529], [-2.41149, 4.46354, 0.66221], [-2.43276, 3.14334, -5.62964], [-2.58239, -3.88912, 4.63699], [2.89633, -2.43376, 2.12143], [-0.76647, 3.54866, 2.87759], [0.31210, 1.52220, 3.42864]],
  "forces_ev_per_a": [[-1.3, 0.1, -0.4], [-0.1, 0.2, 0.2], [1.6, 0.4, 0.3], [0.0, 0.0, -0.3], [0.1, 0.2, 0.1], [0.2, -0.4, 0.3], [-0.1, -0.1, 0.2], [0.3, 0.0, 0.0], [-0.1, -0.2, 0.1], [0.2, -0.3, -0.3], [-0.2, -0.2, 0.0], [-0.1, 0.2, 0.0], [0.1, -0.2, -0.1], [0.0, 0.1, 0.1], [0.0, -0.1, 0.0], [0.0, 0.1, 0.0], [0.0, -0.2, 0.0], [0.1, -0.1, 0.3], [-0.1, 0.0, 0.0], [0.0, 0.0, 0.0], [0.1, -0.1, 0.0], [0.0, 0.0, 0.0], [0.1, 0.0, 0.0], [-0.3, -0.1, 0.2], [0.1, 0.0, 0.0], [0.0, 0.1, -0.1], [-0.3, 0.3, -0.2], [0.0, 0.2, 0.0], [0.0, 0.1, 0.0], [0.0, 0.0, -0.2], [0.1, 0.0, 0.0], [-0.1, 0.0, 0.0], [0.0, 0.0, 0.1], [-0.3, -0.2, 0.0], [-0.4, 0.1, -0.3], [-0.1, 0.1, 0.1], [-0.1, 0.0, 0.0], [0.0, 0.0, 0.1], [0.0, 0.0, 0.0], [0.1, 0.0, 0.0], [0.0, 0.1, 0.1], [-0.1, 0.1, 0.0], [0.1, 0.0, 0.1], [0.1, 0.0, 0.0], [0.0, 0.0, -0.1], [0.0, -0.1, 0.0], [0.0, 0.0, 0.0], [0.1, 0.0, 0.0], [0.0, 0.0, -0.1], [0.0, 0.0, 0.0], [-0.1, 0.0, 0.0], [0.0, 0.0, -0.1], [0.0, 0.0, 0.0], [0.0, 0.0, -0.1], [0.0, 0.0, 0.0], [0.1, 0.0, 0.0], [0.0, -0.1, 0.1], [0.0, 0.1, 0.0], [0.0, 0.0, 0.0], [0.0, 0.0, 0.1], [0.1, 0.0, -0.1], [-0.1, 0.1, 0.0], [0.0, -0.1, 0.1], [0.0, 0.0, 0.0], [0.0, 0.0, 0.1], [-0.1, 0.0, 0.0], [0.0, 0.0, 0.0], [0.0, -0.1, 0.1], [0.0, 0.0, 0.1], [0.0, 0.1, 0.0], [0.0, -0.1, -0.1], [0.0, 0.0, 0.0], [0.0, 0.0, -0.1], [0.0, 0.0, 0.0], [0.0, 0.0, -0.1], [0.0, -0.1, -0.1], [0.0, 0.0, 0.0], [0.0, 0.0, 0.0], [0.0, 0.1, -0.1], [0.0, 0.0, 0.0], [0.2, 0.0, 0.1]],
  "relative_energy_kcal_mol": 8.9,
  "total_charge": 0,
  "multiplicity": 5,
  "e_tot_ev": -101333.4855,
  "s2": 6.008
}

No. 3
{
  "formula": "C32H63Br14NO3PS",
  "method": "ωB97M-V with the def2-TZVPD basis set",
  "elements": ["Br", "Br", "Br", "Br", "Br", "Br", "Br", "Br", "Br", "Br", "Br", "Br", "Br", "Br", "S", "P", "O", "O", "O", "N", "C", "C", "C", "C", "C", "C", "C", "C", "C", "C", "C", "C", "C", "C", "C", "C", "C", "C", "C", "C", "C", "C", "C", "C", "C", "C", "C", "C", "C", "C", "C", "C", "H", "H", "H", "H", "H", "H", "H", "H", "H", "H", "H", "H", "H", "H", "H", "H", "H", "H", "H", "H", "H", "H", "H", "H", "H", "H", "H", "H", "H", "H", "H", "H", "H", "H", "H", "H", "H", "H", "H", "H", "H", "H", "H", "H", "H", "H", "H", "H", "H", "H", "H", "H", "H", "H", "H", "H", "H", "H", "H", "H", "H", "H", "H"],
  "positions_angstrom": [[-13.11195, 2.73557, 3.48591], [-1.21909, 0.83320, 0.95962], [-10.23691, 3.64273, 1.39567], [-7.66402, 1.31995, 6.52506], [1.35608, -1.93696, 1.86685], [8.25329, -3.43555, -2.08539], [-2.50611, 5.24206, 9.15239], [9.41890, -0.45005, -3.85418], [1.26031, -1.39457, 5.50601], [-1.16152, 2.90808, 4.51271], [1.00041, 6.17173, 8.50806], [-4.78015, 1.64064, 0.41533], [-4.77573, 3.35073, 3.93099], [-8.47226, 4.75870, 5.44552], [7.17330, -1.56672, 0.52898], [5.44527, -2.28700, 0.08350], [5.31778, -3.80544, 0.54131], [-3.83980, -3.44640, -4.80677], [4.31284, -1.43668, 0.80548], [5.37882, -1.25150, -2.54249], [-2.78153, 0.48921, 2.08154], [4.39189, 0.65305, -1.36324], [0.21452, 0.78214, -4.35312], [-13.06793, 3.65858, 1.77283], [-3.77478, 3.36843, 5.59853], [-0.95888, -1.17350, -5.54595], [5.83874, -1.43044, -3.94007], [-3.98958, 0.09154, 1.28046], [0.32803, -0.71129, -4.82671], [-3.71175, -4.35519, -3.71974], [4.21187, -5.13749, -2.75152], [2.39805, -0.56940, 4.16398], [-2.44633, 4.05193, 5.43688], [4.11378, -0.42193, -2.43828], [0.22794, 5.20313, 10.00816], [5.93379, -2.60988, -4.56680], [9.64630, -3.27617, -3.43904], [3.62031, -2.85514, -1.84372], [-2.57550, -3.07537, -5.29685], [1.63921, -0.29879, 2.89401], [1.55428, 1.51293, -4.59045], [3.00507, -1.46161, -2.18451], [-9.18420, 1.98621, 5.50326], [2.52746, 1.35381, -3.39345], [10.42525, -2.00463, -3.24437], [-8.77693, 3.06404, 4.53811], [3.61875, -3.91437, -2.92285], [5.13325, -2.47557, -1.75390], [3.67561, 0.36432, -3.69928], [-0.86547, 4.27402, 9.55721], [-1.95027, -1.85560, -4.57216], [-12.02039, 3.07673, 0.86381], [9.16076, -3.33269, -4.40852], [-0.11765, 5.94547, 10.71953], [3.37744, -1.66406, 0.61500], [-2.47737, -0.31669, 2.74701], [-12.90320, 4.70934, 1.98601], [6.21610, -0.86944, -2.05838], [2.20064, -1.10667, -1.54443], [-2.50870, 4.97439, 4.86981], [6.35095, -3.51043, -4.13331], [-7.86438, 2.82751, 3.99895], [3.24594, -1.23055, 4.01803], [-3.68351, 2.33680, 5.92187], [-12.14929, 3.43966, -0.15331], [2.96297, 2.32837, -3.18584], [2.48857, -1.66069, -3.12492], [5.30407, -3.84006, 1.51288], [5.10911, 0.34679, -0.60440], [3.68252, -6.00767, -2.37469], [-12.01942, 1.99207, 0.86211], [5.85265, -3.26729, -1.99522], [-0.60005, 3.71429, 8.66591], [0.42572, -1.33461, -3.94028], [2.73856, 0.36484, 4.60431], [-2.94647, 1.39315, 2.65987], [2.20935, 0.35728, 2.23930], [-3.77688, -0.63535, 0.50428], [10.68176, -1.82234, -2.20618], [-1.83624, -3.88265, -5.24463], [1.31866, 2.57262, -4.68948], [-9.92266, 2.32307, 6.22276], [-4.76117, -0.29964, 1.93984], [-4.40049, 3.91223, 6.30332], [-0.05780, 0.76002, -3.29811], [-3.19284, -3.85353, -2.89543], [3.37583, -0.29675, -4.51090], [4.51134, 0.94469, -4.09618], [1.95298, 1.05776, -2.51962], [-2.73067, -1.17344, -4.24077], [-1.49272, -0.35825, -6.02647], [0.65812, 0.13000, 3.06382], [-1.43012, -2.23114, -3.68932], [5.63045, -2.66713, -5.60761], [-2.00287, 4.25460, 6.40794], [-0.60517, 1.26257, -4.88074], [1.20089, -0.83041, -5.46515], [10.28483, -4.14631, -3.30627], [5.26399, -5.27458, -2.98050], [-14.05953, 3.52592, 1.34637], [3.12725, -3.58918, -3.87318], [6.14689, -0.51338, -4.42440], [4.76187, 1.55706, -1.84039], [-9.57818, 3.25982, 3.82735], [-1.13135, 3.58111, 10.35226], [1.05048, 4.63968, 10.44245], [-2.66455, -2.79174, -6.34554], [11.33130, -2.01617, -3.84528], [1.99782, 1.16506, -5.51919], [-0.66608, -1.92416, -6.28203], [3.33490, -3.27581, -0.88314], [3.47371, 0.89649, -0.83636], [-9.56903, 1.12114, 4.96781], [-4.70806, -4.63625, -3.39586], [-3.12200, -5.23084, -4.00013]],
  "forces_ev_per_a": [[0.1, 0.1, 0.0], [-0.1, 0.1, -0.1], [0.0, 0.0, -0.3], [0.0, 0.0, 0.1], [-0.2, -0.1, -0.1], [0.6, -0.2, -0.1], [0.0, 0.0, -0.1], [0.0, 0.0, 0.1], [0.0, 0.0, -0.1], [0.0, 0.0, -0.1], [-0.1, 0.0, 0.0], [0.0, 0.0, -0.1], [0.1, -0.1, -0.1], [0.1, 0.0, 0.0], [-0.4, 0.4, -0.3], [2.0, 0.6, 0.7], [-0.9, 0.1, -0.2], [0.3, -0.7, 0.0], [-0.4, -0.4, -0.7], [2.4, -0.6, 0.0], [0.2, -0.2, 0.1], [-0.2, -0.4, 0.3], [0.8, -1.2, -0.5], [-0.2, -0.2, 0.1], [-0.3, 0.1, 0.0], [0.3, -0.8, 1.1], [-0.4, -1.1, -0.6], [-0.1, 0.2, 0.0], [-1.2, 1.1, 0.1], [0.1, 0.7, 0.0], [0.2, 0.1, 0.1], [-0.1, 0.0, 0.2], [0.2, -0.1, 0.1], [-1.0, 1.6, 0.0], [0.2, 0.0, -0.2], [-0.1, 0.3, 0.1], [0.0, -0.2, 0.1], [0.7, 1.6, -0.7], [0.2, 1.1, 0.1], [0.3, 0.1, -0.1], [-0.8, 0.4, 1.1], [-0.3, -1.1, -0.3], [0.1, -0.2, -0.1], [0.1, -0.1, -0.8], [0.0, 0.1, -0.2], [-0.2, 0.2, 0.1], [-0.1, -0.6, 0.3], [-0.6, -1.1, 1.5], [0.6, 0.0, -0.2], [-0.2, 0.0, 0.1], [0.0, -0.6, -0.5], [0.1, 0.2, -0.1], [0.0, 0.1, 0.0], [-0.1, 0.0, 0.0], [0.1, 0.0, 0.4], [0.0, 0.0, 0.0], [0.0, 0.0, 0.0], [-0.5, 0.8, 0.2], [0.3, 0.0, 0.5], [0.0, 0.0, 0.0], [-1.2, -0.3, 0.5], [0.0, 0.0, 0.0], [0.0, 0.0, 0.0], [0.0, 0.0, 0.0], [0.0, 0.0, 0.0], [0.0, 0.0, 0.2], [0.0, 0.3, -0.2], [0.1, -0.2, -0.1], [0.0, 0.0, 0.0], [-0.1, 0.0, 0.0], [0.0, 0.0, 0.0], [-0.6, 0.1, -0.2], [0.1, 0.0, 0.0], [0.4, -0.2, 0.0], [0.0, 0.0, -0.1], [0.0, 0.0, 0.0], [0.0, 0.0, 0.0], [0.1, 0.0, 0.0], [0.0, 0.0, 0.0], [-0.2, -0.3, -0.1], [0.2, 0.1, -0.2], [0.0, 0.0, 0.0], [0.0, 0.0, 0.1], [0.0, 0.0, 0.0], [0.0, 0.4, 0.1], [-0.1, -0.1, 0.2], [0.0, -0.3, 0.1], [0.1, 0.0, 0.1], [0.0, -0.1, 0.1], [-0.1, 0.0, 0.0], [0.3, 0.1, -0.3], [0.0, 0.0, 0.0], [0.0, 0.2, 0.1], [1.3, 0.4, -0.4], [0.0, 0.0, 0.0], [0.1, 0.1, -0.1], [0.1, -0.1, -0.1], [0.0, 0.0, 0.0], [0.0, -0.1, -0.1], [0.0, 0.0, 0.0], [-0.1, 0.4, 0.1], [-1.1, 0.3, -0.1], [0.1, 0.0, 0.0], [0.1, -0.1, 0.2], [0.0, 0.0, 0.0], [0.0, 0.0, 0.0], [-0.4, -0.2, -0.1], [0.0, 0.0, 0.0], [0.1, 0.1, -0.1], [-0.1, 0.1, -0.2], [-0.2, -0.4, -0.2], [-0.1, 0.1, 0.0], [0.0, 0.0, 0.0], [0.0, -0.1, 0.0], [-0.1, -0.1, -0.1]],
  "total_charge": 1,
  "e_tot_ev": -1042546.5845
}

No. 4
{
  "formula": "C2H12NO3",
  "method": "ωB97M-V with the def2-TZVPD basis set",
  "elements": ["O", "O", "O", "N", "C", "C", "H", "H", "H", "H", "H", "H", "H", "H", "H", "H", "H", "H"],
  "positions_angstrom": [[-2.40625, -1.67792, 1.39758], [1.03739, 1.62670, 0.35217], [2.96427, 3.67313, 1.48229], [0.14094, -0.95885, -0.52416], [-1.48840, -2.16278, -1.81801], [-0.37448, -1.46296, -1.83228], [0.99895, -0.41073, -0.55878], [0.75751, 2.20025, 1.07310], [0.36213, -1.68542, 0.15521], [-2.07481, -2.19852, -0.91231], [-0.57115, -0.35889, -0.10850], [0.06144, -0.90871, -2.65038], [-1.91198, -2.64781, -2.68718], [3.76140, 4.04040, 1.88911], [2.55159, 4.42763, 1.04783], [-2.54484, -2.33346, 2.09005], [1.92442, 1.94442, 0.14244], [-3.18815, -1.10646, 1.46180]],
  "forces_ev_per_a": [[-0.3, 0.3, -0.1], [0.0, -0.2, -0.2], [0.0, 0.1, -0.1], [-0.2, 0.1, 0.3], [-0.2, 0.0, -0.1], [-0.1, 0.7, 0.2], [-0.1, 0.5, -0.4], [0.1, 0.0, 0.1], [-0.4, -0.4, -0.1], [0.2, -0.7, 0.4], [0.1, 0.2, 0.4], [0.5, -0.8, -0.3], [0.1, 0.5, -0.2], [-0.2, -0.2, -0.1], [0.1, 0.1, 0.0], [0.1, -0.1, 0.0], [0.1, 0.2, 0.2], [0.3, -0.2, 0.0]],
  "relative_energy_kcal_mol": 27.1,
  "total_charge": 1,
  "e_tot_ev": -9894.2674
}